Below is a single C3H4O2 molecule at a distorted geometry, with properties calculated with ωB97M-V/def2-TZVPD.

Values from the calculation:
SMILES = C=COC=O
Gap between HOMO and LUMO = 10.26 eV
ΔE to the lowest compared entry with this formula, charge and spin = 60.4 kcal/mol

Atoms and positions in Å:
C: 1.434 0.630 0.905
C: 0.423 -0.034 0.238
O: -0.667 0.495 -0.287
C: -1.494 -0.267 -0.942
O: -1.322 -1.409 -1.096
H: 2.392 -0.160 0.841
H: 1.609 1.699 1.049
H: 0.134 -1.253 0.315
H: -2.508 0.299 -1.023

---

Below is 2 unconnected molecules or ions with the total composition C3H4O2 at a distorted geometry, with properties calculated with ωB97M-V/def2-TZVPD.

Values from the calculation:
Gap between HOMO and LUMO = 8.50 eV
ΔE to the lowest compared entry with this formula, charge and spin = 133.3 kcal/mol

Atoms and positions in Å:
C: 1.701 1.459 1.233
C: 1.098 0.575 0.747
C: -0.773 -0.929 -0.248
O: -0.331 -1.845 -1.025
O: -1.421 0.129 -0.720
H: 2.412 2.261 1.194
H: -0.853 -1.227 0.727
H: -0.340 -1.295 -1.836
H: -1.493 0.873 -0.073

---

Below is a molecular structure, C3H4O2 at a distorted geometry, with properties calculated with ωB97M-V/def2-TZVPD.

Values from the calculation:
Gap between HOMO and LUMO = 9.10 eV
ΔE to the lowest compared entry with this formula, charge and spin = 100.5 kcal/mol

Atoms and positions in Å:
C: -0.983 0.198 -0.347
C: 0.276 0.497 0.245
C: -1.832 -0.634 0.208
O: -2.491 -1.410 0.680
O: 1.023 1.292 -0.451
H: -1.474 0.648 -1.274
H: 2.115 -0.849 1.279
H: 2.620 -1.433 0.981
H: 0.745 1.690 -1.321

---

Below is a single C3H4O2 molecule at a distorted geometry, with properties calculated with ωB97M-V/def2-TZVPD.

Values from the calculation:
SMILES = C[C@@H]1OC1=O
Gap between HOMO and LUMO = 10.16 eV
ΔE to the lowest compared entry with this formula, charge and spin = 65.3 kcal/mol

Atoms and positions in Å:
C: -0.699 0.549 0.720
C: 0.412 -0.479 0.361
O: 1.211 0.223 -0.754
C: 0.524 -0.677 -1.386
O: 0.117 -1.227 -2.349
H: -1.209 0.030 1.481
H: -1.240 0.847 -0.099
H: -0.264 1.576 1.003
H: 1.149 -0.842 1.023

---

Below is a single C3H4O2 molecule at a distorted geometry, with properties calculated with ωB97M-V/def2-TZVPD.

Values from the calculation:
SMILES = C=C(O)C=O
Gap between HOMO and LUMO = 10.15 eV
ΔE to the lowest compared entry with this formula, charge and spin = 39.2 kcal/mol

Atoms and positions in Å:
C: -0.406 -0.983 0.112
C: -0.054 0.275 0.195
O: -0.705 1.111 0.940
C: 1.055 0.629 -0.616
O: 1.180 1.689 -1.137
H: 0.172 -1.748 -0.374
H: -1.315 -1.413 0.690
H: -1.600 0.739 1.122
H: 1.673 -0.299 -0.932

---

Below is a molecular structure, C3H4O2 at a distorted geometry, with properties calculated with ωB97M-V/def2-TZVPD.

Values from the calculation:
Gap between HOMO and LUMO = 11.50 eV
ΔE to the lowest compared entry with this formula, charge and spin = 26.9 kcal/mol

Atoms and positions in Å:
O: 2.254 -0.430 -0.399
C: 1.079 -0.267 -0.312
C: 0.099 0.777 0.111
C: -0.848 -0.404 0.260
O: 0.017 -1.118 -0.684
H: -0.166 1.006 -0.927
H: 0.271 1.607 0.800
H: -1.880 -0.202 -0.042
H: -0.826 -0.969 1.192

---

Number 1: LUMO 0.8 eV. Number 2: LUMO -0.1 eV. Number 3: LUMO 0.5 eV. Number 4: LUMO 0.9 eV. Number 5: LUMO 0.4 eV. Number 6: LUMO 0.8 eV.